35
Properties=species:S:1:pos:R:3:forces:R:3:mulliken_charge:R:1 method="wB97M-V/def2-TZVPD" orbital_gap_ev=7.8 charge=-1 homo_energy_ev=-5.27
Au 0.201084 -0.131358 -0.063071 -0.053 0.062 0.394 0.0358
O 0.997686 2.045342 2.421274 0.039 0.040 -0.016 -0.6413
C 0.490747 1.007082 2.787080 -0.056 -0.094 -0.040 0.0754
N 0.049554 -0.031703 1.992424 -0.041 -0.063 0.244 -0.3806
C -0.488699 -1.035396 2.774690 0.064 0.141 -0.013 0.1069
O -0.977464 -2.077025 2.394606 -0.013 -0.057 -0.017 -0.6407
C -0.364508 -0.613005 4.216957 0.017 0.006 -0.037 0.2961
C -0.718490 -1.252503 5.385262 -0.033 -0.014 0.051 -0.4149
C -0.442143 -0.598104 6.585190 0.008 -0.012 -0.039 -0.3985
C 0.160520 0.657349 6.593009 0.012 -0.001 -0.036 -0.3968
C 0.503805 1.294559 5.401273 -0.008 0.037 0.046 -0.4150
C 0.232045 0.630444 4.224596 0.010 -0.016 -0.035 0.3022
H -1.193465 -2.225241 5.361342 0.026 -0.002 0.004 0.4579
H -0.692307 -1.071159 7.527221 -0.017 0.005 -0.011 0.3678
H 0.368684 1.139002 7.540907 -0.015 0.009 -0.011 0.3681
H 0.965534 2.273881 5.390494 0.018 -0.019 -0.001 0.4570
C -1.550258 0.774686 -8.999581 0.035 0.007 0.026 -0.8151
C -0.357162 0.469258 -9.869938 0.014 -0.016 0.116 0.6123
O -0.301606 0.771938 -11.033697 -0.014 -0.029 -0.058 -0.5603
S 1.014034 -0.466497 -9.188307 -0.050 0.097 -0.032 -0.1343
C 0.785457 -0.401947 -7.429959 0.062 0.034 -0.078 -0.4316
C 0.234606 -1.477941 -6.744464 -0.048 -0.007 0.072 -0.1055
C 0.091703 -1.427534 -5.367870 -0.010 -0.045 -0.008 -0.6154
C 0.505452 -0.306824 -4.636179 0.033 0.053 0.049 -0.1110
C 1.058304 0.771819 -5.345056 0.012 -0.027 -0.049 -0.5882
C 1.205699 0.721621 -6.720062 -0.040 -0.061 0.092 -0.0846
C 0.392149 -0.264807 -3.214623 0.003 0.005 -0.020 0.8017
C 0.329454 -0.221222 -1.999223 0.015 -0.021 -0.565 -0.6212
H -1.998967 1.710602 -9.326284 0.028 -0.006 -0.060 0.2959
H -1.310151 0.816523 -7.941245 -0.014 -0.007 -0.015 0.2826
H -2.273629 -0.027405 -9.159975 -0.008 -0.009 0.044 0.2332
H -0.084282 -2.355133 -7.293869 -0.004 0.008 0.000 0.4149
H -0.340802 -2.262270 -4.832451 0.018 -0.009 -0.008 0.4162
H 1.382833 1.641952 -4.790490 0.005 0.003 -0.004 0.4269
H 1.647003 1.552930 -7.255635 0.009 0.008 0.015 0.4040

***

41
Properties=species:S:1:pos:R:3:forces:R:3:mulliken_charge:R:1 method="wB97M-V/def2-TZVPD" orbital_gap_ev="5.4 / 5.7" charge=+1 homo_energy_ev="-10.55 / -10.61"
Sn 0.707462 -0.115727 0.291445 -0.684 -0.299 0.208 0.9829
O -0.285556 2.066182 4.432300 -0.005 0.070 0.206 -0.4654
C -0.231773 1.254660 3.391485 0.110 0.027 -0.236 0.4330
O 0.350257 1.533487 2.362487 -0.094 -0.037 -0.040 -0.4924
C -0.977885 -0.030083 3.653257 0.004 -0.004 -0.011 -0.4313
O -0.857541 -0.915727 2.573304 -0.045 -0.066 0.025 -0.3407
C -2.096442 -1.360325 2.003116 0.004 0.072 -0.080 -0.5018
C -2.426751 -0.568954 0.733468 -0.053 -0.039 0.167 0.6303
O -3.541787 -0.124188 0.567179 0.037 0.006 -0.058 -0.6254
O -1.436910 -0.457613 -0.109682 0.358 0.424 -0.022 -0.3502
H 0.218364 2.876138 4.251684 -0.013 -0.067 -0.069 0.3954
H -0.563120 -0.478254 4.560555 -0.016 0.019 0.015 0.3920
H -2.017017 0.240246 3.862335 -0.005 -0.034 0.016 0.3938
H -1.968576 -2.410591 1.738394 0.021 -0.029 0.020 0.2427
H -2.911830 -1.269674 2.718551 0.002 -0.007 0.000 0.3918
Se 0.527967 -3.415619 -0.452298 0.062 -0.057 -0.076 -0.1570
Se -1.275323 -3.513852 -1.684885 -0.119 -0.342 0.312 0.0965
Se -1.264162 -1.643361 -3.091221 0.166 0.369 -0.334 0.0386
Se 0.683429 -0.658114 -2.809528 -0.102 -0.032 0.069 -0.0112
C 5.002892 0.595852 -2.909158 0.050 0.013 0.043 -0.8995
N 3.855997 1.490951 -2.871161 -0.090 -0.114 -0.123 0.1964
C 3.422226 2.294301 -3.908378 0.060 0.015 -0.011 -0.4663
C 2.306844 2.911609 -3.498336 -0.094 -0.038 -0.011 -0.4985
N 2.044473 2.474218 -2.196574 -0.040 -0.055 -0.082 0.5658
C 3.018443 1.590572 -1.818851 0.133 0.118 0.162 -0.1700
S 3.260500 0.812270 -0.343199 0.255 0.326 -0.167 -0.3934
C 0.932739 2.972215 -1.462913 0.010 0.044 0.064 0.1976
C 0.614293 4.310511 -1.639394 0.034 0.069 0.015 -0.7971
C -0.531461 4.811797 -1.050528 0.018 -0.017 -0.015 -0.5145
C -1.336883 3.953655 -0.323160 0.012 0.035 0.016 -1.0638
C -0.931973 2.643280 -0.178729 0.064 -0.146 0.040 0.1179
N 0.196560 2.150645 -0.714040 0.000 -0.187 -0.072 0.4523
H 5.537180 0.760214 -3.840170 -0.013 0.019 -0.009 0.3318
H 4.668359 -0.438630 -2.852532 -0.011 0.002 0.004 0.3327
H 5.658468 0.797586 -2.065289 -0.001 0.022 -0.004 0.3521
H 3.945680 2.355156 -4.845566 -0.007 -0.040 0.001 0.4539
H 1.646373 3.576959 -4.021740 -0.007 -0.002 0.016 0.5280
H 1.262467 4.946054 -2.224599 0.024 0.011 0.043 0.5533
H -0.788049 5.856284 -1.164672 -0.012 -0.008 -0.019 0.4406
H -2.256846 4.289541 0.132380 -0.014 -0.038 -0.009 0.4690
H -1.540288 1.935132 0.366766 0.002 0.001 0.007 0.1902

***

15
Properties=species:S:1:pos:R:3:forces:R:3:mulliken_charge:R:1 method="wB97M-V/def2-TZVPD" orbital_gap_ev=10.6 relative_energy_ev=1.679 charge=0 homo_energy_ev=-10.18
C -0.509625 -0.878600 -1.428371 0.096 0.391 0.803 -1.1901
C -0.274640 0.028210 -0.229037 -0.142 -0.792 -0.470 0.3533
C -0.277639 1.361368 -0.261467 0.017 0.009 0.668 -0.1099
C -0.480035 2.100477 -1.460170 -0.057 0.919 -1.618 -0.1119
C -0.064490 -0.689976 1.071151 -0.192 0.460 0.119 -0.0083
C 1.082118 -0.375481 1.921502 0.431 0.076 0.397 -0.3780
H -0.689894 -0.315015 -2.334644 -0.078 0.050 -0.136 0.4065
H 0.365510 -1.509314 -1.553897 0.157 -0.086 -0.076 0.3016
H -1.347055 -1.553164 -1.220024 0.019 0.153 -0.064 0.2965
H -0.129592 1.946231 0.653990 0.006 -0.243 -0.395 0.4017
H -0.967536 -1.068483 1.543372 -0.103 0.077 -0.024 0.3682
H 1.833388 0.350273 1.569279 -0.441 -0.387 0.147 0.2874
H 1.027544 -0.505995 3.010657 -0.043 0.055 -0.483 0.2595
N -0.587127 2.701838 -2.449402 0.046 -0.774 1.327 -0.4432
O 1.019073 -1.592368 1.167060 0.283 0.091 -0.195 -0.4333